Below is a molecular structure, C50H65AsIrN5O5S2 at a distorted geometry, with properties calculated with the ωB97M-V functional and the def2-TZVPD basis.

LUMO level   -0.77 eV
2S+1   1
E   -155940.8785 eV
Relative energy (zero: lowest compared OMol25 entry of this formula, charge and spin)   45.1 kcal per mole

Cartesian coordinates (Å):
Ir -0.664 0.589 -0.262
C 0.050 1.149 -5.625
C -0.379 0.962 -4.169
C -1.024 2.250 -3.642
C -1.321 -0.214 -3.981
C -2.229 -0.522 -4.990
C -3.100 -1.587 -4.873
C -3.063 -2.372 -3.736
C -2.184 -2.097 -2.698
C -2.195 -2.999 -1.483
C -3.572 -3.016 -0.821
C -1.743 -4.418 -1.840
C -1.336 -0.996 -2.825
N -0.331 -0.697 -1.787
C 0.682 -1.492 -1.857
C 1.940 -1.414 -1.186
C 2.871 -2.415 -1.544
C 4.169 -2.389 -1.119
C 4.556 -1.309 -0.307
C 3.678 -0.327 0.069
C 2.298 -0.338 -0.334
N 1.411 0.619 0.079
C 2.161 1.821 0.441
C 2.770 2.468 -0.662
C 3.762 3.410 -0.450
C 4.137 3.776 0.832
C 3.465 3.222 1.900
C 2.480 2.236 1.745
C 2.002 1.676 3.082
C 3.015 0.641 3.586
C 0.602 1.096 3.172
C 2.393 2.133 -2.102
C 3.510 1.355 -2.809
C 2.053 3.376 -2.921
H 0.901 1.833 -5.672
H -0.749 1.586 -6.227
H 0.347 0.206 -6.087
H 0.524 0.765 -3.587
H -2.074 2.301 -3.935
H -0.512 3.131 -4.031
H -0.971 2.296 -2.552
H -2.250 0.083 -5.886
H -3.795 -1.813 -5.671
H -3.739 -3.213 -3.645
H -1.491 -2.593 -0.766
H -4.313 -3.489 -1.469
H -3.900 -2.000 -0.602
H -3.536 -3.580 0.116
H -2.386 -4.854 -2.607
H -1.789 -5.067 -0.960
H -0.718 -4.434 -2.224
H 0.605 -2.298 -2.585
H 2.528 -3.215 -2.191
H 4.868 -3.164 -1.399
H 5.581 -1.239 0.037
H 4.041 0.479 0.685
H 4.263 3.855 -1.302
H 4.932 4.493 0.994
H 3.732 3.521 2.909
H 2.045 2.528 3.767
H 3.119 -0.160 2.851
H 2.684 0.203 4.532
H 4.002 1.081 3.738
H 0.201 1.233 4.179
H -0.099 1.551 2.475
H 0.611 0.030 2.976
H 1.501 1.510 -2.066
H 4.410 1.969 -2.898
H 3.195 1.075 -3.818
H 3.779 0.445 -2.274
H 2.892 4.076 -2.957
H 1.186 3.883 -2.507
H 1.822 3.093 -3.948
C -2.681 -3.259 5.123
C -3.000 -2.011 4.341
C -2.566 -0.763 4.779
C -2.866 0.388 4.064
C -3.590 0.289 2.887
C -4.050 -0.945 2.440
C -3.755 -2.083 3.172
S -4.101 1.729 2.014
O -5.348 1.371 1.375
O -4.148 2.790 3.009
N -2.921 2.042 0.952
C -3.444 2.341 -0.385
C -3.453 1.087 -1.257
O -4.236 0.960 -2.175
O -2.596 0.174 -0.888
H -2.275 -3.019 6.105
H -1.942 -3.873 4.601
H -3.571 -3.874 5.264
H -2.006 -0.689 5.704
H -2.567 1.363 4.428
H -4.648 -0.994 1.541
H -4.122 -3.046 2.830
H -2.776 3.027 -0.905
H -4.471 2.700 -0.408
N -1.168 -3.510 1.919
C -0.524 -2.421 1.466
S -1.446 -1.022 1.224
N 0.792 -2.475 1.278
C 1.617 -3.634 1.382
C 1.298 -4.786 0.672
C 2.135 -5.888 0.752
C 3.286 -5.838 1.528
C 3.599 -4.681 2.227
C 2.763 -3.576 2.160
H -2.136 -3.396 2.174
H -0.653 -4.291 2.293
H 1.225 -1.596 1.024
H 0.420 -4.804 0.038
H 1.894 -6.782 0.193
H 3.939 -6.699 1.585
H 4.494 -4.635 2.832
H 2.997 -2.668 2.701
C 1.038 5.341 0.198
As -0.428 4.178 0.565
C -0.394 4.070 2.465
C -1.943 5.223 0.049
O -0.139 2.750 -0.299
H 0.798 6.337 0.568
H 1.232 5.376 -0.869
H 1.922 4.956 0.704
H -0.188 5.078 2.829
H 0.404 3.397 2.768
H -1.361 3.735 2.825
H -1.751 6.256 0.339
H -2.829 4.856 0.554
H -2.067 5.157 -1.030

Cartesian forces, eV/Å:
0.10 -1.02 0.02
0.07 -0.05 0.00
-0.04 0.01 0.01
-0.08 -0.04 0.11
-0.04 0.10 -0.02
0.00 -0.02 0.01
0.03 0.01 0.01
0.03 -0.02 -0.02
-0.03 -0.02 0.04
-0.04 -0.05 -0.08
0.01 0.07 0.04
0.02 -0.01 0.00
0.08 0.23 0.08
-0.29 -0.55 0.21
0.29 0.10 -0.15
-0.25 -0.07 -0.05
-0.03 -0.02 -0.01
-0.02 0.09 0.09
0.03 -0.08 0.06
-0.21 -0.16 0.05
0.05 0.14 0.19
0.71 0.25 0.82
-0.04 -0.15 -0.21
-0.06 0.20 -0.10
0.05 -0.05 -0.06
0.05 -0.01 0.02
0.00 0.00 -0.04
-0.02 0.00 -0.10
0.18 -0.21 -0.07
0.05 0.02 0.09
-0.24 -0.12 -0.11
0.22 -0.07 0.09
-0.01 -0.10 -0.05
0.09 0.03 0.11
-0.04 0.01 -0.02
0.00 -0.01 0.00
0.01 0.01 0.01
-0.03 -0.01 -0.07
0.01 -0.02 0.00
0.02 0.01 -0.02
-0.11 0.05 0.00
0.00 0.00 0.00
-0.02 0.02 0.02
0.00 0.00 0.00
0.02 0.00 0.01
-0.01 0.00 0.03
0.01 0.01 -0.04
-0.01 -0.04 -0.03
0.01 -0.01 0.01
-0.01 0.01 0.00
-0.01 0.01 -0.02
0.01 0.12 -0.11
0.00 0.03 -0.01
0.02 0.02 -0.01
-0.01 -0.01 0.01
0.04 0.01 0.03
-0.02 0.02 0.01
-0.02 0.03 0.00
-0.01 0.00 -0.01
0.05 -0.01 0.03
-0.03 -0.07 0.00
0.00 0.02 -0.03
0.00 0.00 -0.03
0.02 -0.02 -0.02
-0.08 -0.17 0.00
-0.05 -0.26 -0.12
0.01 0.03 0.01
-0.02 0.01 -0.01
0.00 0.03 0.00
0.02 0.08 -0.12
-0.02 -0.01 0.00
-0.07 0.07 0.02
-0.01 -0.01 -0.01
-0.04 0.04 -0.02
0.00 -0.03 0.12
0.09 -0.03 -0.04
0.01 -0.14 -0.10
-0.38 -0.19 0.36
-0.22 0.08 0.38
-0.07 0.10 0.07
1.14 1.35 -0.92
-0.19 -0.03 -0.05
-0.03 -0.28 0.21
-0.30 0.27 0.56
0.23 -1.09 0.09
-0.31 0.50 0.38
0.09 -0.25 -0.23
0.23 0.15 -0.28
0.01 0.00 -0.01
0.04 -0.02 0.02
-0.01 0.00 0.01
0.00 -0.02 0.00
-0.03 0.02 -0.04
0.01 0.03 -0.02
-0.14 -0.08 0.02
-0.04 0.26 0.04
0.06 0.31 0.03
0.17 0.15 -0.09
0.38 -0.35 0.22
0.30 0.59 -0.86
-0.01 -0.03 0.08
-0.10 0.07 -0.06
0.05 0.00 -0.08
0.00 0.00 0.02
-0.03 0.01 0.00
0.01 0.02 -0.01
0.01 -0.03 -0.01
-0.05 0.01 -0.04
0.03 0.04 0.03
0.01 -0.06 0.09
0.01 0.01 0.02
0.00 -0.01 0.01
0.00 0.00 0.00
0.01 0.00 -0.01
0.00 0.04 0.02
0.24 0.01 -0.03
0.03 -0.45 -0.45
-0.12 0.05 0.18
-0.18 -0.05 -0.01
-0.82 0.52 0.04
-0.01 0.00 0.01
0.00 0.06 -0.10
-0.02 0.05 -0.02
-0.01 0.00 -0.03
-0.17 0.33 -0.01
-0.14 -0.17 0.06
0.07 -0.03 0.00
-0.13 -0.12 0.02
-0.03 0.05 -0.03